Record 1
ORCA calculation (ωB97M-V/def2-TZVPD) on the molecule C19H19N5O2S3.

LUMO: -0.20 eV
multiplicity: 1
relative energy (zero: lowest compared OMol25 entry of this formula, charge and spin): 0.0 kJ/mol
HOMO energy: -8.0 eV
structure (SMILES): CCc1nn2c(=O)cc(CSc3nc4sc5c(c4c(=O)n3C)CCCC5)nc2s1
Kohn-Sham gap: 7.80 eV

Last column: Mulliken charge in e.
Positions of all 48 atoms, in Å:
C  -2.4451  0.8453  -5.7327  -1.06
C  -1.0918  0.6173  -5.1358  -0.50
C  -1.0148  1.2729  -3.7368  0.37
N  -1.1942  0.5866  -2.6646  -1.24
N  -1.1949  1.3294  -1.5106  0.85
C  -1.4869  0.8639  -0.2082  0.58
O  -2.3213  -0.0997  -0.0617  -0.66
C  -1.3747  1.8603  0.8019  -0.86
C  -0.9110  3.1589  0.5645  0.82
C  -0.8344  4.1866  1.6756  -0.88
S  0.9225  4.5672  1.8173  -0.25
C  1.4818  2.9749  2.0540  0.21
N  1.0933  2.4043  3.2041  -0.53
C  1.3422  1.1560  3.4924  0.38
S  0.7502  0.2213  4.9581  -0.30
C  1.2882  -1.2503  4.1901  0.55
C  1.8943  -1.0746  2.9837  -0.67
C  1.8732  0.3301  2.5950  0.44
C  2.2106  0.9138  1.2931  0.49
O  2.7120  0.2281  0.3635  -0.75
N  2.2966  2.2702  1.1198  0.19
C  2.8388  2.7250  -0.1421  -1.01
C  2.5547  -2.1867  2.1976  -0.21
C  2.9051  -3.2595  3.2284  -1.01
C  1.6547  -3.6611  4.0376  -0.82
C  1.1198  -2.5791  4.8898  -0.58
N  -0.6722  3.5732  -0.7833  -0.55
C  -0.7465  2.6353  -1.6843  0.38
S  -0.4666  2.9428  -3.4480  -0.13
H  -2.6478  1.9014  -5.5585  0.33
H  -3.1166  0.3048  -5.0794  0.31
H  -2.5638  0.5176  -6.8004  0.33
H  -0.3250  1.1215  -5.6698  0.35
H  -0.7479  -0.3764  -5.1472  0.32
H  -1.7322  1.7174  1.7750  0.47
H  -1.2675  3.7913  2.5874  0.37
H  -1.3947  5.0144  1.3046  0.49
H  3.8835  2.3233  -0.0057  0.34
H  2.3658  2.3881  -1.0028  0.31
H  2.8123  3.8306  -0.1255  0.38
H  1.8494  -2.5156  1.3536  0.28
H  3.5284  -1.8009  1.7524  0.24
H  3.5054  -2.7342  3.9209  0.41
H  3.3904  -4.0950  2.7365  0.40
H  0.8796  -3.8415  3.4048  0.37
H  1.9932  -4.5438  4.6062  0.34
H  0.0746  -2.6452  5.1297  0.43
H  1.7300  -2.5096  5.8602  0.30

Record 2
ORCA calculation (ωB97M-V/def2-TZVPD) on the molecule C19H19N7O.

LUMO: 0.40 eV
multiplicity: 1
relative energy (zero: lowest compared OMol25 entry of this formula, charge and spin): 0.0 kJ/mol
HOMO energy: -8.6 eV
structure (SMILES): CC(C)(Nc1nc(Nc2ccc3nc[nH]c3c2)[nH]c(=O)n1)c1ccccc1
Kohn-Sham gap: 9.01 eV

Last column: Mulliken charge in e.
Positions of all 46 atoms, in Å:
C  -2.9478  3.5331  -1.5249  -1.65
C  -2.2333  2.2435  -1.8929  1.60
C  -1.9655  2.2453  -3.4058  -1.94
N  -0.9708  2.3129  -1.1639  -0.23
C  -0.0473  1.3460  -1.0937  0.32
N  0.6016  1.4264  0.1275  -0.56
C  1.3968  0.4074  0.3267  0.28
N  2.0056  0.4351  1.5449  -0.11
C  2.9109  -0.5256  2.0373  0.45
C  4.0624  -0.0513  2.6998  -0.69
C  4.9984  -0.9537  3.1801  -0.60
C  4.7976  -2.3359  2.9958  0.90
N  5.6498  -3.3771  3.4350  -0.71
C  5.0492  -4.4682  3.0254  -0.25
N  3.8636  -4.1661  2.3151  -0.13
C  3.6655  -2.7858  2.3594  0.35
C  2.6637  -1.9266  1.9319  -1.03
N  1.5914  -0.5909  -0.5617  0.00
C  0.9378  -0.5463  -1.7422  0.16
O  1.2129  -1.3954  -2.5972  -0.71
N  0.0374  0.4526  -1.9973  -0.31
C  -3.1276  1.0996  -1.3670  0.17
C  -4.0678  0.4611  -2.2096  -0.26
C  -4.9361  -0.5236  -1.7408  -0.72
C  -4.9077  -0.8905  -0.4000  -0.44
C  -4.0175  -0.2341  0.4544  -0.67
C  -3.1412  0.7002  0.0023  -0.30
H  -2.2474  4.3526  -1.6404  0.44
H  -3.8131  3.6579  -2.2171  0.37
H  -3.2721  3.5177  -0.4518  0.41
H  -1.5674  1.3020  -3.7650  0.39
H  -1.3153  3.0889  -3.6508  0.43
H  -2.9135  2.4686  -3.9446  0.49
H  -0.9852  2.7623  -0.2608  0.40
H  1.9746  1.3528  1.9402  0.28
H  4.1641  1.0479  2.8618  0.31
H  5.9212  -0.6294  3.6520  0.39
H  5.3924  -5.4654  3.2752  0.39
H  3.1740  -4.8643  2.0393  0.21
H  1.7660  -2.2978  1.4760  0.49
H  2.4940  -1.0654  -0.5836  0.31
H  -4.0938  0.7638  -3.2407  0.30
H  -5.6498  -0.9515  -2.4411  0.38
H  -5.6254  -1.6199  -0.0439  0.38
H  -3.9645  -0.4937  1.5006  0.38
H  -2.5208  1.1807  0.7563  0.34

Record 3
ORCA calculation (ωB97M-V/def2-TZVPD) on the molecule C19H19N7O2.

LUMO: 0.41 eV
multiplicity: 1
relative energy (zero: lowest compared OMol25 entry of this formula, charge and spin): 19.3 kJ/mol
HOMO energy: -8.3 eV
structure (SMILES): Cc1cccc(NC(=O)CCc2nnc3ccc(NCc4ccco4)nn23)n1
Kohn-Sham gap: 8.74 eV

Last column: Mulliken charge in e.
Positions of all 47 atoms, in Å:
C  3.7020  2.5426  1.7837  -1.42
C  2.3548  2.6021  1.1352  0.70
C  2.0790  3.5062  0.1143  -0.55
C  0.8166  3.5016  -0.4559  -0.72
C  -0.1376  2.6084  -0.0025  -0.48
C  0.2320  1.7515  1.0295  0.38
N  -0.6180  0.8131  1.6053  -0.05
C  -1.9045  0.4858  1.2697  0.51
O  -2.5267  1.0055  0.3763  -0.67
C  -2.4595  -0.6047  2.1744  -0.78
C  -3.8529  -1.0380  1.7349  -0.62
C  -3.9128  -1.5610  0.3436  0.74
N  -5.0454  -1.7557  -0.2973  -0.59
N  -4.8021  -2.2457  -1.5039  -0.73
C  -3.4983  -2.3627  -1.6288  0.40
C  -2.6811  -2.8312  -2.6759  -0.70
C  -1.3417  -2.8372  -2.4696  -0.52
C  -0.8110  -2.3660  -1.2205  0.72
N  0.5318  -2.4355  -1.0278  -0.26
C  1.2203  -1.6934  0.0082  0.18
C  2.1336  -0.6709  -0.5839  0.47
C  3.4807  -0.4865  -0.4786  -0.81
C  3.7965  0.6099  -1.3181  -0.60
C  2.6204  1.0032  -1.8738  -0.56
O  1.6100  0.2356  -1.4381  -0.18
N  -1.5620  -1.9308  -0.2376  -0.76
N  -2.8826  -1.9374  -0.4562  0.49
N  1.4434  1.7490  1.5780  -0.43
H  3.9845  3.5224  2.1637  0.41
H  3.6828  1.8285  2.6012  0.33
H  4.4502  2.2312  1.0567  0.25
H  2.8409  4.1918  -0.2226  0.42
H  0.5740  4.1909  -1.2517  0.44
H  -1.1281  2.5662  -0.4198  0.54
H  -0.1822  0.3281  2.3794  0.35
H  -1.7767  -1.4556  2.1593  0.32
H  -2.5068  -0.2158  3.1947  0.61
H  -4.5415  -0.1918  1.7846  0.31
H  -4.2293  -1.8097  2.4128  0.34
H  -3.1413  -3.1626  -3.5917  0.44
H  -0.6540  -3.1823  -3.2261  0.34
H  1.0833  -2.6684  -1.8397  0.26
H  0.4483  -1.2196  0.6170  -0.34
H  1.8087  -2.3755  0.6306  0.28
H  4.1597  -1.0531  0.1245  0.51
H  4.7641  1.0356  -1.4880  0.51
H  2.3786  1.7818  -2.5691  0.55

Record 4
ORCA calculation (ωB97M-V/def2-TZVPD) on a structure of composition C19H19N7STm.

LUMO (spin up / spin down): -11.12 / -11.11 eV
multiplicity: 3
charge: +3
HOMO energy (spin up / spin down): -17.4 / -17.4 eV
Kohn-Sham gap (spin up / spin down): 6.29 / 6.31 eV

Last column: Mulliken charge in e.
Positions of all 47 atoms, in Å:
Tm  0.3156  0.4521  0.2628  1.03
C  -2.5220  -1.2089  3.5844  -1.59
C  -1.6596  -1.0908  2.3857  1.15
N  -0.7846  -0.1103  2.2602  0.12
N  -0.4774  0.8019  3.2387  -0.80
C  -0.4068  2.1302  2.9999  0.70
N  -0.4565  3.0128  4.0363  -0.42
S  -0.2633  2.8269  1.3810  -0.29
C  -1.7202  -2.0097  1.2493  0.38
C  -2.2941  -3.2542  1.3493  -0.92
C  -2.3870  -4.0344  0.2044  -0.39
C  -1.6924  -3.6991  -0.9923  -0.99
C  -0.9257  -2.5347  -0.8921  0.17
N  -0.9981  -1.6443  0.0943  -0.12
H  -2.6631  -0.2393  4.0995  0.45
H  -2.2091  -1.8323  4.3899  0.38
H  -3.5046  -1.5295  3.2036  0.48
H  -0.1285  0.4683  4.1230  0.30
H  -0.9472  2.8589  4.9340  0.29
H  -0.5707  3.9607  3.7190  0.26
H  -2.7389  -3.5285  2.2972  0.51
H  -2.9900  -4.9298  0.2521  0.48
H  -1.7147  -4.2378  -1.9176  0.46
H  -0.2087  -2.2945  -1.6935  0.49
C  -1.8457  1.4554  -4.7725  -0.37
C  -0.5542  1.8327  -5.0549  -0.67
C  0.4130  1.7856  -4.1113  -0.37
C  0.1284  1.1907  -2.8669  1.19
C  -1.1826  0.6228  -2.6442  0.09
C  -2.2197  0.8191  -3.5779  -0.99
N  0.9833  0.9890  -1.7924  0.72
N  2.2022  1.4182  -1.8855  -0.81
C  2.9334  0.9087  -0.8651  0.35
C  4.3090  1.3042  -0.8896  -0.42
C  5.1953  0.8010  0.0298  -0.27
C  4.6922  0.0563  1.1510  -0.73
C  3.3852  -0.3050  1.1814  -0.19
N  2.4696  0.1366  0.2045  -0.31
H  -2.6236  1.6268  -5.5060  0.42
H  -0.4233  2.2460  -6.0399  0.43
H  1.4182  2.2128  -4.2975  0.44
H  -1.3411  0.1078  -1.6861  -0.03
H  -3.2182  0.5945  -3.2852  0.47
H  4.6206  2.0247  -1.6393  0.49
H  6.2530  0.9746  -0.0962  0.47
H  5.3793  -0.1554  1.9690  0.42
H  2.9735  -0.9806  1.9058  0.51

Record 5
ORCA calculation (ωB97M-V/def2-TZVPD) on the molecule C19H19NO4.

LUMO: 0.21 eV
multiplicity: 1
relative energy (zero: lowest compared OMol25 entry of this formula, charge and spin): 251.2 kJ/mol
HOMO energy: -8.8 eV
structure (SMILES): COc1ccc(C(=O)c2ccccc2)c(OCC(=O)NC2CC2)c1
Kohn-Sham gap: 8.98 eV

Last column: Mulliken charge in e.
Positions of all 43 atoms, in Å:
C  2.3531  2.4653  4.5293  -0.79
O  3.0710  2.7286  3.3468  -0.45
C  2.7688  2.0263  2.2287  0.78
C  3.5241  2.3248  1.0904  -0.84
C  3.2713  1.6692  -0.0899  -1.16
C  2.2570  0.7155  -0.1981  0.95
C  1.9985  0.1525  -1.5531  -0.60
O  2.9026  -0.2289  -2.2685  -0.60
C  0.5852  0.1634  -2.0097  0.84
C  -0.3359  1.0807  -1.5088  -0.15
C  -1.6288  1.0937  -1.9968  -0.76
C  -2.0163  0.1875  -2.9713  -0.43
C  -1.1042  -0.7264  -3.4729  -0.57
C  0.1945  -0.7319  -3.0035  -0.57
C  1.5429  0.3771  0.9539  0.28
O  0.5584  -0.5791  1.0135  -0.56
C  0.7569  -1.8171  0.3552  -0.63
C  -0.5106  -2.3021  -0.3540  0.47
O  -0.4840  -3.2183  -1.1474  -0.70
N  -1.6226  -1.6541  0.0303  0.03
C  -2.9235  -1.9890  -0.4439  -0.11
C  -4.0572  -2.0979  0.5330  -0.73
C  -4.0023  -0.9536  -0.4385  -0.62
C  1.7966  1.0377  2.1529  -0.25
H  2.7581  3.1457  5.2765  0.23
H  1.2841  2.6620  4.4019  0.33
H  2.4969  1.4334  4.8641  0.32
H  4.2960  3.0731  1.1635  0.45
H  3.8428  1.9006  -0.9759  0.49
H  -0.0310  1.7961  -0.7581  0.45
H  -2.3378  1.8170  -1.6203  0.48
H  -3.0298  0.2002  -3.3439  0.45
H  -1.4043  -1.4331  -4.2312  0.41
H  0.9204  -1.4331  -3.3860  0.43
H  1.5758  -1.7847  -0.3667  0.40
H  1.0122  -2.5751  1.1115  0.48
H  -1.5282  -0.8974  0.6919  0.24
H  -2.8592  -2.6958  -1.2603  0.54
H  -4.7922  -2.8724  0.3824  0.26
H  -3.8510  -1.8884  1.5716  0.25
H  -4.7028  -0.9376  -1.2582  0.23
H  -3.7609  0.0245  -0.0517  0.23
H  1.2157  0.7411  3.0112  0.49

Record 6
ORCA calculation (ωB97M-V/def2-TZVPD) on a structure of composition C19H20AsBr2CrN3O2.

LUMO (spin up / spin down): -3.86 / -3.87 eV
multiplicity: 2
charge: +1
HOMO energy (spin up / spin down): -10.9 / -11.0 eV
Kohn-Sham gap (spin up / spin down): 7.07 / 7.16 eV

Last column: Mulliken charge in e.
Positions of all 48 atoms, in Å:
Cr  0.0228  0.1688  -0.1731  0.51
Br  -3.4132  -3.3874  0.4219  -0.14
C  -2.3360  -2.5807  1.7372  -0.17
C  -2.4437  -2.9732  3.0869  -0.41
C  -1.6903  -2.3731  4.0535  -0.07
Br  -1.8986  -2.9108  5.8507  -0.19
C  -0.7690  -1.3499  3.7195  0.59
C  0.0617  -0.6469  4.6189  -0.68
C  0.8990  0.3271  4.1469  -1.04
C  0.9423  0.5974  2.7714  -0.40
N  0.1866  -0.0412  1.9051  0.35
C  -0.6735  -0.9936  2.3632  0.72
C  -1.4713  -1.5892  1.3546  0.11
O  -1.3324  -1.1299  0.1105  -0.29
H  -3.1374  -3.7573  3.3566  0.45
H  0.0306  -0.8886  5.6727  0.37
H  1.5344  0.8868  4.8184  0.41
H  1.6224  1.3407  2.3717  0.55
C  3.0574  -0.1007  -0.0082  -0.86
O  1.7282  0.1373  -0.4144  -0.61
H  3.6126  0.8364  0.0257  0.31
H  3.5401  -0.7675  -0.7208  0.30
H  3.0885  -0.5685  0.9778  0.32
N  -4.6076  5.9012  0.6225  -0.39
C  -3.9147  4.9922  0.5206  -0.28
C  -3.0467  3.8521  0.3871  0.64
C  -3.5564  2.5638  0.4496  -0.68
C  -2.6932  1.4932  0.3053  -0.42
N  -1.3828  1.6514  0.1073  0.35
C  -0.8944  2.9020  0.0463  -0.57
C  -1.6807  4.0229  0.1789  -0.72
H  -4.6118  2.3928  0.6054  0.53
H  -3.0516  0.4727  0.3277  0.62
H  0.1734  2.9962  -0.1199  0.61
H  -1.2464  5.0104  0.1182  0.51
C  1.0228  -0.1820  -3.8013  -1.16
As  -0.4824  0.0556  -2.6068  0.86
C  -1.6054  -1.4434  -3.0928  -1.23
C  -1.4177  1.5220  -3.4735  -1.25
H  0.6574  -0.3266  -4.8157  0.41
H  1.5981  -1.0523  -3.4930  0.36
H  1.6639  0.6964  -3.7658  0.37
H  -1.7489  -1.4647  -4.1713  0.44
H  -2.5671  -1.3581  -2.5907  0.34
H  -1.1330  -2.3664  -2.7623  0.37
H  -1.4716  1.3339  -4.5438  0.41
H  -0.8955  2.4618  -3.3008  0.38
H  -2.4289  1.5991  -3.0749  0.36